DFT (ωB97M-V with the def2-TZVPD basis set) results for the molecule C4H6OS.

Each line ends with the Löwdin charge.
CARTESIAN COORDINATES (ANGSTROEM)
C: 1.639 0.566 -0.125  -0.205
C: 0.365 1.079 -0.025  -0.178
C: 2.116 -0.731 0.012  0.008
C: -1.751 -0.255 -0.188  -0.584
O: -0.899 0.708 0.106  -0.124
S: -3.436 0.080 -0.004  0.765
H: 2.412 1.316 -0.475  0.116
H: 0.282 2.246 0.084  0.151
H: 3.113 -1.210 0.060  0.062
H: 1.323 -1.293 0.407  0.012
H: -1.371 -1.264 -0.101  0.070
H: -3.794 -1.243 0.249  -0.093

Output
E_HOMO (alpha / beta) ... -7.1 / -7.3 eV
2S+1 ... 1
Energy above the lowest of the compared OMol25 structures with the same formula, charge and spin ... 121.3 kcal per mole

=====

DFT (ωB97M-V with the def2-TZVPD basis set) results for a structure of composition C9H9BiI2NO4RhSSe.

Each line ends with the Löwdin charge.
CARTESIAN COORDINATES (ANGSTROEM)
I: 3.698 -1.724 -0.495  0.411
I: 4.080 1.600 -0.552  0.665
Rh: -0.084 1.425 0.218  0.810
Bi: 0.969 -1.554 0.053  1.084
S: 0.888 0.349 -1.810  0.412
C: -1.029 -2.890 -1.316  -0.059
C: -0.572 -3.046 1.927  -0.079
C: 0.070 0.126 -3.473  -0.844
C: 0.487 1.342 -4.289  -0.056
C: -1.411 0.065 -3.214  -0.080
C: 0.585 -1.176 -4.053  -0.066
C: -0.624 2.656 1.470  -0.144
C: -0.801 2.586 -1.017  -0.192
O: -1.073 -3.752 2.667  0.169
O: -1.722 -3.596 -1.896  0.196
O: -0.915 3.466 2.249  0.281
O: -1.289 3.351 -1.747  0.276
H: 0.053 1.246 -5.298  0.140
H: 1.579 1.402 -4.362  0.103
H: 0.141 2.272 -3.820  0.083
H: -1.944 0.015 -4.170  0.138
H: -1.768 0.947 -2.686  0.062
H: -1.669 -0.817 -2.625  0.055
H: 0.218 -1.290 -5.077  0.136
H: 0.253 -2.035 -3.467  0.060
H: 1.675 -1.206 -4.079  0.101
Se: -0.074 0.114 4.908  1.250
C: 0.066 0.092 3.165  -0.724
N: 0.212 0.032 1.967  -0.188

Output
E_HOMO (alpha / beta) ... -22.6 / -22.6 eV
2S+1 ... 5
Expectation value of S² ... 6.02
Charge ... +4

=====

DFT (ωB97M-V with the def2-TZVPD basis set) results for the molecule C5H8O.

Each line ends with the Löwdin charge.
CARTESIAN COORDINATES (ANGSTROEM)
C: 1.297 0.529 -0.375  -0.053
C: -1.857 1.714 -0.231  0.009
C: -1.030 0.716 -0.068  -0.077
C: -0.018 -0.112 0.022  -0.265
C: -0.136 -1.599 0.320  -0.226
O: 0.772 -2.035 1.314  -0.059
H: 1.597 0.263 -1.395  0.085
H: 2.134 0.316 0.299  0.074
H: 1.110 1.603 -0.389  0.079
H: -2.101 2.378 0.596  0.058
H: -2.277 1.971 -1.203  0.059
H: 0.014 -2.185 -0.603  0.121
H: -1.144 -1.849 0.670  0.123
H: 1.640 -1.710 1.044  0.072

Output
SMILES string ... C=C=C(C)CO
E_HOMO ... -9.4 eV
2S+1 ... 1
Energy above the lowest of the compared OMol25 structures with the same formula, charge and spin ... 50.8 kcal per mole